Computed, not measured: a cluster of 8 separate species, C52H98Cl2N4O13P in total at a distorted geometry, with ωB97M-V/def2-TZVPD.

As for the LUMO energy: 1.9 eV. Its HOMO-LUMO gap is 6.92 eV. Its largest force on an atom is 7.980 eV Å⁻¹. As for the net charge: -1.

Last column: Mulliken charge in e.
Atoms and positions in Å:
C: 3.8483 0.6398 0.0820  -0.816
C: 2.7968 0.0274 1.2290  0.142
C: 1.5060 -0.6127 0.4559  -0.449
C: 0.4633 -1.4611 1.4569  -0.245
C: -0.2358 -0.2617 2.3948  -1.117
C: -1.2699 0.7247 1.5864  1.217
C: -1.2749 2.2292 2.3180  -0.445
C: -0.3403 3.3243 1.4888  0.113
C: -0.8954 3.6736 -0.0129  -0.230
C: 0.2049 4.6705 -0.7832  -0.807
C: 1.4185 3.7580 -1.4522  0.399
C: 1.2223 3.4734 -3.0598  -0.284
O: 2.4185 2.7906 -3.6482  -0.286
C: 3.5099 3.7555 -3.8739  0.609
C: 4.9514 3.1609 -4.4748  -0.889
O: 3.4611 5.0718 -3.6497  -0.562
C: -0.7621 -2.1409 0.6349  0.053
C: -1.0216 -1.5054 -0.8913  -0.499
O: -2.1577 -0.7881 -1.1174  -0.602
O: -0.1501 -1.7092 -2.0516  -0.614
N: -0.7199 -3.6314 0.4136  0.432
C: 0.6913 -4.1179 0.3783  -0.629
C: 0.9670 -5.5969 -0.2225  -0.018
Cl: 1.0689 -7.2309 0.6815  -0.148
C: 1.1385 -5.7766 -1.7239  -0.225
C: 1.0495 -4.5771 -2.8344  -0.374
Cl: 1.4750 -7.4850 -2.4690  -0.228
C: 1.3974 -3.8051 1.8679  1.137
C: 0.6123 -4.7090 2.9484  -0.056
C: 1.4568 -5.7578 3.8631  -0.907
N: 0.3993 -6.5444 4.6719  -0.439
C: 2.9586 -4.1763 1.5214  -0.236
O: 3.7111 -3.1304 1.0741  -0.567
O: 3.6392 -5.4622 1.5619  -0.722
N: 1.3649 -2.3683 2.2475  1.372
P: 1.6569 -1.9161 3.8966  0.675
N: 2.7346 -2.7256 4.7657  -1.020
H: 3.6944 1.8179 0.0572  0.122
H: 3.4743 0.2083 -0.9412  0.228
H: 4.9376 0.3317 0.3795  0.356
H: 2.4814 0.9815 1.8739  -0.167
H: 3.3816 -0.6955 1.9343  0.277
H: 0.9781 0.2680 -0.1095  -0.109
H: 1.9536 -1.3113 -0.4029  0.438
H: 0.5781 0.5014 2.8207  0.179
H: -0.8900 -0.7408 3.2721  0.222
H: -2.3557 0.2955 1.6776  -0.086
H: -1.0058 0.9278 0.4693  -0.823
H: -0.7857 2.1610 3.4023  -0.062
H: -2.3595 2.6810 2.3273  0.212
H: 0.7894 3.0127 1.4186  -0.155
H: -0.3667 4.3489 2.1005  0.270
H: -1.0174 2.7485 -0.7267  0.017
H: -1.9435 4.2289 -0.0168  0.325
H: -0.3235 5.2676 -1.6658  0.398
H: 0.7208 5.4203 -0.0476  0.203
H: 1.4378 2.6971 -0.9054  -0.464
H: 2.4815 4.2569 -1.3009  0.430
H: 0.9191 4.4272 -3.6879  0.349
H: 0.3295 2.6975 -3.2096  -0.036
H: 4.8300 2.6615 -5.5298  0.252
H: 5.4691 2.4203 -3.7033  0.316
H: 5.7073 4.0775 -4.5842  0.237
H: -1.7990 -1.9527 1.1990  0.302
H: -1.1409 -3.8466 -0.5415  0.670
H: -1.3647 -4.0764 1.0997  0.688
H: 1.2847 -3.3777 -0.3507  -0.403
H: 1.7648 -3.6919 -2.5447  0.226
H: 1.2765 -4.9461 -3.9297  0.166
H: -0.0917 -4.2266 -2.8515  0.124
H: -0.1023 -4.1194 3.7049  0.007
H: -0.1808 -5.3831 2.3575  0.162
H: 2.1619 -5.2970 4.6713  0.241
H: 2.0419 -6.5949 3.2691  0.198
H: 0.6394 -6.4835 5.7020  0.235
H: 0.5418 -7.5750 4.4546  0.257
H: 2.1184 -0.5194 3.9423  0.083
H: 0.3811 -2.0360 4.6189  -0.025
H: 3.1208 -3.4343 4.1165  0.339
C: 1.3534 -6.1440 -7.8965  -0.584
C: 1.4471 -7.6460 -7.8186  -0.509
C: 1.3206 -7.8946 -6.3314  -0.421
O: 0.5000 -6.8441 -5.8022  -0.364
C: 0.3498 -5.8326 -6.8079  -0.287
H: 1.0468 -5.7731 -8.8778  0.340
H: 2.3240 -5.6982 -7.6487  0.270
H: 0.5993 -8.0983 -8.3465  0.255
H: 2.3694 -8.0517 -8.2421  0.323
H: 2.2952 -7.8397 -5.8349  0.254
H: 0.8681 -8.8645 -6.1055  0.270
H: -0.6765 -5.8885 -7.1870  0.272
H: 0.5046 -4.8453 -6.3640  0.214
C: 5.6554 6.6561 -8.8344  -0.529
C: 4.4228 6.8446 -7.9884  -0.599
C: 4.4940 5.6555 -7.0554  -0.204
O: 5.8840 5.3544 -6.8703  -0.338
C: 6.6434 6.0969 -7.8342  -0.513
H: 6.0057 7.5748 -9.3116  0.331
H: 5.4577 5.9156 -9.6186  0.258
H: 4.5057 7.7752 -7.4146  0.267
H: 3.4948 6.8798 -8.5647  0.364
H: 4.0171 4.7743 -7.4975  0.238
H: 4.0282 5.8548 -6.0859  0.163
H: 7.1656 6.8992 -7.3017  0.271
H: 7.3878 5.4445 -8.2991  0.270
C: -6.7190 1.8921 -0.0081  -0.546
C: -6.3316 0.4369 -0.0650  -0.599
C: -4.9819 0.4415 0.6190  0.022
O: -5.0057 1.5065 1.5794  -0.322
C: -6.1649 2.3150 1.3348  -0.514
H: -7.7945 2.0644 -0.0988  0.367
H: -6.2141 2.4423 -0.8109  0.232
H: -7.0437 -0.1594 0.5175  0.286
H: -6.2946 0.0309 -1.0791  0.328
H: -4.1763 0.6511 -0.0926  0.042
H: -4.7644 -0.5044 1.1235  0.204
H: -6.8830 2.1210 2.1390  0.271
H: -5.8890 3.3727 1.3609  0.265
C: -5.0227 -6.8070 5.1062  -0.522
C: -3.5631 -7.1796 5.1454  -0.601
C: -2.9391 -6.1076 4.2788  0.143
O: -3.7485 -4.9323 4.4232  -0.382
C: -4.9633 -5.2952 5.0939  -0.496
H: -5.6003 -7.2041 5.9448  0.343
H: -5.4738 -7.1710 4.1755  0.256
H: -3.1866 -7.0964 6.1717  0.292
H: -3.3576 -8.1914 4.7867  0.362
H: -2.9512 -6.3939 3.2218  0.126
H: -1.9084 -5.8824 4.5675  -0.038
H: -4.9163 -4.8919 6.1113  0.281
H: -5.8171 -4.8457 4.5794  0.268
C: 1.9122 4.9486 5.8426  -0.477
C: 2.9310 5.8011 5.1312  -0.634
C: 2.8994 5.2300 3.7304  -0.608
O: 1.5685 4.7433 3.5093  -0.198
C: 0.8738 4.7301 4.7640  -0.144
H: 1.5011 5.4137 6.7421  0.223
H: 2.3633 3.9905 6.1267  0.314
H: 2.5959 6.8449 5.1168  0.268
H: 3.9255 5.7674 5.5834  0.354
H: 3.5859 4.3825 3.6311  0.308
H: 3.1508 5.9737 2.9687  0.305
H: 0.1408 5.5441 4.7485  0.225
H: 0.3406 3.7825 4.8804  0.038
C: -3.3773 0.5893 -5.0608  -0.556
C: -1.9177 0.2167 -5.0217  0.145
C: -1.2937 1.2888 -5.8883  -0.445
O: -2.1031 2.4640 -5.7439  -0.429
C: -3.3179 2.1011 -5.0732  -0.360
H: -3.9549 0.1922 -4.2223  0.288
H: -3.8284 0.2253 -5.9916  0.315
H: -1.5412 0.2999 -3.9954  -0.281
H: -1.7122 -0.7950 -5.3804  0.359
H: -1.3058 1.0025 -6.9453  0.313
H: -0.2630 1.5139 -5.5996  0.201
H: -3.2709 2.5044 -4.0558  0.171
H: -4.1717 2.5507 -5.5877  0.299
C: -3.6577 3.7910 7.6260  -0.546
C: -2.9310 5.0233 8.0993  -0.630
C: -1.4867 4.5737 8.0610  -0.313
O: -1.3800 3.6057 7.0080  -0.317
C: -2.7022 3.2376 6.5916  -0.319
H: -4.6522 3.9954 7.2214  0.332
H: -3.7634 3.0811 8.4549  0.266
H: -3.0864 5.8420 7.3868  0.278
H: -3.2450 5.3665 9.0883  0.362
H: -1.1983 4.0828 8.9966  0.264
H: -0.7952 5.4001 7.8729  0.174
H: -2.8795 3.6860 5.6079  0.196
H: -2.7697 2.1504 6.4967  0.255